No. 1
24
Properties=species:S:1:pos:R:3:forces:R:3 method="wB97M-V/def2-TZVPD" relative_energy_kj_mol=47.63 total_charge=-1 lumo_ev="3.88 / 3.75" s2=0.761 orbital_gap_ev="3.060 / 7.181" spin_multiplicity=2
C 1.092 1.498 2.514 0.9139 0.5146 -1.0534
C -0.072 1.829 1.606 -1.0916 1.0531 -0.5661
H 0.738 1.432 3.538 0.3456 -0.6559 0.1415
H 1.695 0.694 2.081 -0.5632 -0.6673 0.7515
H 1.857 2.289 2.491 -0.3974 0.3300 0.1129
H -0.163 2.925 1.524 -0.2812 -0.1566 0.2409
H -1.034 1.428 1.940 0.1888 0.0727 0.3944
H -0.087 1.509 0.565 0.8763 -0.4198 -0.0284
C -1.104 -0.079 -3.211 0.4169 -0.1070 -0.0538
C -1.059 -1.592 0.277 1.7274 0.1162 1.2568
C -1.480 -1.191 -1.016 0.3784 0.2267 -0.8665
C 0.313 -1.397 0.635 -2.7166 -1.1858 -0.0770
C -0.569 -0.537 -1.879 -1.5401 -0.4155 1.0026
C 1.194 -0.890 -0.246 2.2635 1.3034 -0.4516
C 0.731 -0.300 -1.471 -0.9059 0.0336 -1.2962
O 0.619 -1.872 1.898 0.0891 0.0980 -0.0105
H -1.580 -2.170 1.029 -0.5957 0.0316 -0.3320
H -2.484 -1.389 -1.375 -0.0822 0.0522 0.0935
H 1.568 -1.834 1.996 0.4709 0.0251 0.0368
H 2.230 -0.646 0.002 -0.1410 -0.2989 0.3852
H -0.493 0.740 -3.602 -0.0652 -0.0222 -0.1173
H -2.140 0.255 -3.142 -0.0104 0.0623 0.0701
H 1.311 0.211 -2.234 0.6736 -0.0828 0.5247
H -1.081 -0.912 -3.921 0.0462 0.0923 -0.1581

No. 2
24
Properties=species:S:1:pos:R:3:forces:R:3 method="wB97M-V/def2-TZVPD" relative_energy_kj_mol=245.01 total_charge=-1 lumo_ev="3.72 / 3.67" s2=0.760 orbital_gap_ev="2.883 / 6.867" spin_multiplicity=2
C 2.100 -1.174 1.881 3.5020 -0.2733 0.4285
C 2.516 -2.112 0.787 -1.1020 -0.9373 -3.2160
H 1.085 -1.091 1.802 -2.7600 0.3250 0.4603
H 2.491 -1.613 2.830 -0.7392 0.7684 -0.2095
H 2.528 -0.145 1.696 -0.2873 -1.1701 0.3309
H 2.393 -1.598 -0.192 -0.1064 -0.2457 0.4714
H 2.035 -3.119 0.597 -0.8964 1.2083 0.9009
H 3.468 -2.541 0.699 2.3406 0.3713 0.7667
C -3.349 0.933 0.588 1.7939 -2.8590 -0.5833
C -1.178 2.054 -0.305 -3.2288 -1.5126 0.5863
C -2.019 0.920 -0.294 -2.0749 1.4123 2.0587
C -0.073 2.043 -1.075 4.3494 -1.2412 -2.2475
C -1.639 -0.287 -0.808 1.1934 -0.8471 -1.6528
C 0.470 0.689 -1.335 -3.0440 1.0099 -1.1875
C -0.308 -0.446 -1.378 -1.1830 3.7548 2.0775
O 1.736 0.659 -1.703 2.6875 -2.5048 4.6672
H -1.385 2.907 0.261 -0.9122 1.3173 0.8687
H 0.563 2.915 -1.440 -0.8977 -1.1085 0.9174
H -3.068 0.508 1.573 -0.3236 0.7951 -0.0965
H -4.208 0.292 0.293 0.9329 -0.3349 -0.6050
H -2.273 -1.110 -1.051 -0.9731 -0.3414 0.4294
H -0.053 -1.427 -1.498 1.5155 -2.2492 -0.7520
H 1.998 0.909 -2.505 0.8239 1.8372 -5.0918
H -3.832 1.835 0.575 -0.6105 2.8257 0.6779

No. 3
24
Properties=species:S:1:pos:R:3:forces:R:3 method="wB97M-V/def2-TZVPD" relative_energy_kj_mol=195.61 total_charge=-1 lumo_ev="3.53 / 3.35" s2=0.759 orbital_gap_ev="2.455 / 6.995" spin_multiplicity=2
C -1.199 -0.303 2.727 0.6293 -0.5751 -1.2949
C -2.514 0.207 2.204 -1.0767 -0.0402 -0.8404
O -0.279 0.780 2.828 -0.0656 -0.0250 0.3610
H -1.414 -0.824 3.669 0.7082 0.0266 0.0066
H -0.677 -0.952 2.004 -0.6649 -0.2716 0.3241
H -3.252 0.145 3.028 0.1507 0.5876 -0.3464
H -0.165 0.897 3.756 0.4625 0.5809 0.9961
H -2.943 -0.515 1.413 0.7855 1.5925 0.7436
H -2.302 1.292 1.884 -0.8928 -1.8375 0.0147
C 2.940 0.784 -1.561 1.6436 2.1288 -1.7351
C -0.975 -0.787 -1.757 2.5855 -3.2471 -0.3836
C 0.170 -1.613 -1.772 -1.2328 -2.0754 0.0825
C -0.729 0.520 -1.460 -2.8618 4.3674 0.1293
C 1.510 -1.243 -1.550 -2.8424 2.0698 -0.5488
C 0.567 1.068 -1.356 0.1067 -2.4163 -0.1874
C 1.610 0.166 -1.476 0.8001 2.3431 -0.3616
H -1.891 -1.349 -1.917 -0.2668 0.7968 0.0114
H -0.008 -2.700 -1.889 -0.1121 0.4102 -0.0419
H -1.564 1.281 -1.607 0.8449 -0.9811 0.5483
H 2.281 -1.847 -1.225 1.5603 -1.4894 0.3270
H 0.746 2.101 -1.088 -0.0147 0.0891 -0.4034
H 3.576 0.708 -2.536 -1.5665 -0.1379 0.8053
H 3.603 0.267 -0.929 1.1539 -0.3319 1.5907
H 2.910 1.916 -1.384 0.1660 -1.5645 0.2028

No. 4
24
Properties=species:S:1:pos:R:3:forces:R:3 method="wB97M-V/def2-TZVPD" relative_energy_kj_mol=205.50 total_charge=0 lumo_ev=0.80 orbital_gap_ev=9.129
C 3.139 0.203 -0.339 -1.1359 1.0346 -2.1802
C 1.838 -0.245 0.284 2.7597 -0.1662 -0.6986
C 1.706 -1.647 0.114 -1.6850 1.7489 1.4135
C 0.604 -2.173 0.807 0.7285 0.4512 -1.2906
C -0.363 -1.237 1.244 -1.4238 -1.9658 0.7782
O -1.481 -1.736 1.923 -1.3843 -1.8109 -1.4096
C -0.266 0.138 1.200 0.8312 1.0967 0.4887
C 0.999 0.644 0.938 -0.7010 -2.7389 -1.3731
H 3.553 1.070 0.157 0.3861 0.0756 0.1269
H 2.868 0.555 -1.444 0.9205 -0.7857 2.0651
H 3.804 -0.664 -0.355 0.3395 0.6767 -0.2076
H 2.499 -2.110 -0.488 -0.7689 -0.4334 0.6583
H 0.526 -3.262 0.892 -0.5698 0.5158 0.2209
H -1.909 -2.553 1.461 1.4929 2.2351 1.0873
H -1.010 0.943 1.330 0.0338 -1.4662 0.8152
H 1.192 1.651 1.129 0.6102 1.4502 -0.1797
C -1.884 1.128 -1.796 0.8524 1.6332 0.2798
C -2.563 1.435 -0.456 -1.0077 0.9378 -0.1315
H -0.863 0.842 -1.477 0.0362 0.5635 -0.9312
H -2.253 0.233 -2.293 -0.4988 0.2374 -0.0589
H -1.968 2.085 -2.479 0.6023 -2.1403 1.1214
H -3.568 1.876 -0.707 0.4321 -1.1101 0.8040
H -2.108 2.268 0.138 0.1767 -0.5454 -0.8020
H -2.491 0.556 0.217 -1.0271 0.5059 -0.5966

No. 5
24
Properties=species:S:1:pos:R:3:forces:R:3 method="wB97M-V/def2-TZVPD" relative_energy_kj_mol=110.79 total_charge=0 lumo_ev=0.83 orbital_gap_ev=9.115
C 1.122 1.661 2.557 -2.2933 -0.4023 -0.0687
C 1.260 1.172 1.134 0.5226 -0.0691 1.5232
C 1.634 -0.182 1.000 0.1768 -0.2688 -1.3971
C 1.949 -0.638 -0.262 -0.2167 1.7381 0.1730
C 1.869 0.321 -1.283 -0.2218 -2.3078 -2.1892
O 2.038 -0.305 -2.513 0.9774 -0.5579 0.4165
C 1.441 1.609 -1.212 -0.5371 1.4401 0.9883
C 1.071 2.053 0.072 0.2166 -1.1067 0.6073
H 0.345 2.442 2.597 0.1689 -0.1522 0.0921
H 1.967 2.070 3.077 0.7882 -0.0689 -0.1719
H 0.721 0.798 3.118 0.2762 0.5165 0.2460
H 1.604 -0.966 1.750 0.0710 0.7245 0.6194
H 2.222 -1.643 -0.533 -0.0651 -0.1245 0.0983
H 1.681 0.139 -3.267 -0.3719 0.8706 -0.3519
H 1.400 2.264 -2.088 -0.1539 -0.4282 0.2451
H 0.539 2.954 0.390 0.6321 0.1836 -0.8361
C -2.727 -1.550 -1.281 0.7704 1.2241 -1.3986
C -2.975 -1.847 0.175 -0.7055 -1.7697 0.8141
H -2.225 -0.583 -1.491 -0.2365 -0.2281 0.6289
H -2.035 -2.227 -1.794 -0.3078 -0.3777 0.3376
H -3.622 -1.478 -1.906 -0.0822 -0.2752 0.3047
H -2.393 -2.714 0.541 0.5183 0.8126 -0.1132
H -3.957 -2.323 0.326 -0.1875 0.5816 -0.2710
H -2.928 -1.027 0.892 0.2611 0.0454 -0.2966

No. 6
24
Properties=species:S:1:pos:R:3:forces:R:3 method="wB97M-V/def2-TZVPD" relative_energy_kj_mol=35.50 total_charge=0 lumo_ev=0.86 orbital_gap_ev=9.286
C 2.810 -0.249 1.447 1.1602 0.2327 -0.0802
C 1.377 0.015 1.081 0.5522 0.5128 0.4021
C 0.359 -0.594 1.798 -0.0888 -0.0718 -0.9504
C -0.976 -0.225 1.583 0.9641 -0.9815 0.1500
C -1.261 0.688 0.601 -0.5790 1.3272 0.2552
O -2.538 1.133 0.359 -0.2715 -0.3171 0.1085
C -0.252 1.393 -0.064 -0.0676 -0.3263 0.8320
C 1.063 1.047 0.195 -0.4846 0.0837 -0.5611
H 3.362 0.656 1.749 -0.5838 0.0915 0.1065
H 3.471 -0.593 0.639 -0.5412 -0.3851 -0.0587
H 2.906 -0.922 2.298 -0.0955 -0.2061 -0.1402
H 0.629 -1.458 2.394 -0.2272 0.2761 0.4516
H -1.720 -0.707 2.196 -0.4312 0.0076 -0.1398
H -3.168 0.669 0.933 0.2952 0.1224 -0.2146
H -0.541 2.298 -0.587 0.1338 -0.3097 -0.4157
H 1.821 1.586 -0.361 0.2622 -0.0345 0.2963
C -0.080 -0.581 -3.154 -0.1645 -0.0457 -0.9001
C -0.582 -1.918 -2.627 0.6077 0.3781 -0.0871
H -0.828 -0.085 -3.770 -0.2877 -0.0039 0.0084
H 0.166 0.106 -2.374 0.2009 0.3113 0.6131
H 0.783 -0.660 -3.813 0.2214 -0.2592 0.0943
H -0.823 -2.593 -3.448 -0.1961 -0.0535 0.0975
H -1.438 -1.736 -1.993 -0.3708 -0.2284 0.0868
H 0.188 -2.387 -2.016 -0.0082 -0.1206 0.0455

No. 7
24
Properties=species:S:1:pos:R:3:forces:R:3 method="wB97M-V/def2-TZVPD" relative_energy_kj_mol=72.62 total_charge=0 lumo_ev=0.82 orbital_gap_ev=9.893
C -0.729 3.072 -0.855 0.1179 -0.0207 -0.1161
C -1.025 1.624 -1.146 -0.1863 0.2034 -0.4285
C -0.078 0.626 -0.949 0.1523 0.0018 -0.0119
C -0.377 -0.722 -1.114 -0.2735 0.7309 0.3085
C -1.705 -1.080 -1.324 0.6371 -0.4623 0.0815
C -2.638 -0.099 -1.607 0.0205 0.0299 -0.5875
C -2.273 1.244 -1.640 0.1668 -0.7988 -0.2240
H -0.230 3.136 0.111 0.0786 0.1348 0.0454
H -1.648 3.646 -0.793 -0.1324 0.0304 0.0426
H -0.100 3.567 -1.596 0.1199 -0.1662 -0.0615
H 0.939 0.911 -0.703 0.0064 0.0785 0.1015
H 0.434 -1.429 -1.026 -0.1952 -0.3261 0.0770
H -1.949 -2.135 -1.319 -0.2428 0.0533 -0.1375
H -3.628 -0.392 -1.938 -0.0146 0.0293 0.0728
H -2.892 1.907 -2.231 -0.2978 0.4954 0.7581
C 2.095 -1.459 3.032 -0.2627 -0.6403 -0.7499
C 1.654 -1.409 1.577 0.1742 -0.4011 -0.0997
O 2.505 -2.309 0.847 0.0402 0.1404 -0.1296
H 1.833 -2.461 3.369 0.0191 -0.0157 0.3393
H 1.571 -0.729 3.640 0.1852 0.1495 0.1296
H 3.182 -1.402 3.061 -0.0288 0.4208 0.2563
H 0.630 -1.772 1.470 -0.1158 0.1696 0.1009
H 1.695 -0.416 1.137 0.1017 0.2144 0.1091
H 2.735 -1.920 -0.002 -0.0700 -0.0513 0.1239

No. 8
24
Properties=species:S:1:pos:R:3:forces:R:3 method="wB97M-V/def2-TZVPD" relative_energy_kj_mol=165.80 total_charge=0 lumo_ev=0.85 orbital_gap_ev=9.263
C -1.153 -0.162 -2.300 -0.6685 -1.1624 -2.7037
C -1.194 -0.372 -0.833 0.3194 1.2326 2.0392
C -1.790 -1.426 -0.093 1.0839 0.7868 0.6933
C -1.869 -1.358 1.336 0.1367 -0.4773 -0.5728
C -1.195 -0.313 2.027 -1.2880 -1.3311 1.4927
O -1.175 -0.394 3.443 -0.9821 -1.7128 -2.2802
C -0.513 0.652 1.322 0.7914 0.1636 0.5912
C -0.499 0.579 -0.050 0.2747 -0.1272 -0.6037
H -1.470 -1.166 -2.738 0.6697 1.2348 -0.0505
H -0.151 0.146 -2.683 -0.4457 -0.6243 0.4639
H -1.818 0.610 -2.868 0.5530 -1.1383 1.8322
H -1.854 -2.405 -0.564 -1.0995 0.2690 -0.1295
H -2.428 -2.209 1.846 1.1575 1.3831 -0.3808
H -0.861 0.377 3.859 0.6780 1.6272 0.3575
H 0.147 1.382 1.835 -0.5950 -0.5738 -0.3112
H 0.291 1.164 -0.511 -0.5575 0.4553 -0.4458
C 3.419 1.813 -1.994 0.6277 -1.9027 2.7652
C 3.982 0.336 -1.801 0.9549 2.6307 -0.9605
H 2.823 2.178 -1.145 0.2363 -0.2406 -0.1477
H 4.258 2.421 -2.103 1.1742 1.3994 -0.1087
H 2.849 1.905 -2.827 -1.7677 0.1947 -2.5953
H 3.591 -0.297 -2.595 -0.0245 -0.4070 0.5430
H 3.810 0.073 -0.779 -0.1724 -0.8976 0.3014
H 5.090 0.485 -1.956 -1.0565 -0.7820 0.2108

No. 9
24
Properties=species:S:1:pos:R:3:forces:R:3 method="wB97M-V/def2-TZVPD" relative_energy_kj_mol=153.00 total_charge=0 lumo_ev=0.91 orbital_gap_ev=9.728
C 1.373 1.589 -1.193 0.3040 1.1839 3.3108
C 0.433 0.479 -1.524 0.7860 -1.0392 -0.0776
C -0.837 0.238 -0.982 0.3434 0.3113 -0.5127
C -1.517 -0.934 -1.269 0.6047 -0.5776 0.1098
C -0.975 -1.875 -2.157 -0.6822 0.1153 -0.5240
O -1.674 -2.942 -2.754 -0.1912 1.0377 0.0919
C 0.293 -1.696 -2.626 1.4473 0.3515 0.3486
C 1.023 -0.583 -2.223 -0.3952 -0.0194 -0.0296
H 1.453 2.496 -1.774 -0.3404 -0.0793 -0.7092
H 2.377 1.229 -0.992 0.3168 -0.4228 -0.8507
H 1.244 1.982 -0.130 -0.7096 -0.2788 -1.1211
H -1.332 0.962 -0.341 0.2543 -0.0433 0.0695
H -2.326 -1.171 -0.619 -1.0996 -0.1713 -0.2484
H -1.674 -2.619 -3.678 -0.3069 -0.8417 0.5368
H 0.792 -2.478 -3.199 -0.2981 0.1455 0.0346
H 2.094 -0.592 -2.379 -0.0330 0.3282 -0.3919
C 0.389 0.174 3.489 2.4103 -1.9681 0.3992
C -0.619 1.263 3.401 -1.1401 1.8823 1.8462
H 1.356 0.549 3.921 -0.8613 -0.0498 -0.2439
H 0.165 -0.703 4.135 -0.3710 0.7159 -0.2131
H 0.777 -0.327 2.557 -0.9979 0.8048 0.3640
H -1.661 1.169 3.720 -0.0881 -1.4923 -0.2737
H -0.719 1.722 2.450 0.3538 0.5121 -0.9819
H -0.436 2.069 4.166 0.6940 -0.4050 -0.9337